(1)
Entry from the Open Molecules 2025 dataset: a 3-piece molecular cluster, C15H36O14P4S overall (the ωB97M-V functional and the def2-TZVPD basis).

structure (SMILES) = O=C1O[C@@H]([PH2]=S)[C@@H](P(=O)(O)O)O1.CCOP(=O)(OCC)OCC.CCOP(=O)(OCC)OCC
E_HOMO = -9.5051 eV
E_LUMO = -0.80 eV

Geometry as XYZ:
```
70
Properties=species:S:1:pos:R:3:forces:R:3
O -6.70398 1.45932 -3.93220 -0.7882 3.2472 -0.7411
C -6.37695 0.36976 -3.85367 1.4594 -4.5363 0.6440
O -6.87431 -0.73610 -4.51501 -0.8187 0.8126 0.0965
C -6.76452 -1.94938 -3.68885 1.0138 2.0422 -1.9153
P -5.96989 -3.15723 -4.86749 -0.9655 -2.2736 0.7981
S -6.42068 -4.96128 -4.22694 0.1844 0.2217 -0.0742
C -5.96072 -1.31138 -2.50936 -0.8561 -2.4149 1.2688
P -4.65271 -2.26031 -1.57191 3.0052 0.3525 0.5510
O -3.49259 -1.37186 -1.46768 -0.6670 0.2257 -0.2229
O -5.13309 -2.64194 -0.05605 -1.2106 -0.0611 -1.8852
O -4.14007 -3.61864 -2.29965 -1.4559 0.5789 1.1151
O -5.37654 -0.13658 -2.99880 -1.2317 0.2433 0.1204
H -7.81062 -2.25619 -3.50624 0.8160 -0.2731 0.3255
H -6.62481 -2.99552 -6.11831 0.5224 0.7527 0.3688
H -4.57885 -2.93823 -5.01900 -0.4072 0.5970 -0.0125
H -6.75586 -1.17487 -1.73234 0.5617 0.7582 -0.3617
H -6.10734 -2.64861 -0.00980 0.3400 -0.2111 0.4128
H -4.41702 -4.38544 -1.76631 0.0449 -0.1102 -0.5811
C -0.56235 0.86427 -5.01975 -0.0766 -0.0778 0.0455
C 0.84526 1.42735 -4.95077 0.0413 0.0587 -0.1966
O 1.12509 1.99455 -3.68076 -0.4591 -0.6907 -0.2075
P 1.37452 0.99319 -2.38166 2.9811 8.4369 -1.0761
O 2.65792 0.37194 -2.86980 -2.1157 -3.5893 0.7255
O 2.07125 2.10009 -1.36476 -0.5238 -0.8335 0.7059
C 3.39673 1.89397 -0.88092 0.2968 -0.0165 -0.1603
C 4.42376 2.53387 -1.79443 0.0873 0.2635 -0.0904
O -0.08843 1.54047 -1.74780 0.2328 -3.6394 0.2276
C -1.16560 0.62099 -1.52347 -0.6891 -0.0609 0.0988
C -0.71800 -0.75169 -1.07842 0.3716 -0.0412 0.2015
H -0.65622 -0.02568 -4.38919 -0.0203 -0.0381 -0.0234
H -0.81858 0.57848 -6.04218 0.0394 -0.0242 0.0275
H -1.28999 1.59882 -4.66993 0.0527 0.0186 -0.0375
H 1.58309 0.65677 -5.19397 0.0157 0.0083 0.0239
H 0.95411 2.22814 -5.68446 0.0479 0.0562 0.1151
H 3.59120 0.82832 -0.74480 0.0397 0.0495 -0.1439
H 3.46025 2.34868 0.11142 -0.2141 0.0902 -0.0485
H 4.24952 2.29220 -2.84240 -0.0406 -0.2196 0.0818
H 5.43275 2.21396 -1.52686 -0.0209 0.0164 0.0249
H 4.37518 3.62210 -1.71529 0.0140 -0.0259 0.0631
H -1.77632 0.55165 -2.42528 0.0136 -0.0355 -0.0139
H -1.79956 1.06035 -0.75051 0.0969 0.1079 -0.0435
H -0.08064 -1.23128 -1.83504 -0.0207 0.0245 -0.0712
H -1.58329 -1.39246 -0.91321 0.2661 0.1215 -0.0637
H -0.14145 -0.69220 -0.15163 0.0196 0.0355 -0.0362
C 2.92475 3.33683 4.67547 -0.0571 -0.0176 -0.1025
C 3.72314 2.43814 5.60069 0.1467 0.2512 0.0749
O 3.06471 1.20110 5.83343 -0.0378 0.0682 -0.8349
P 3.02769 0.07116 4.63197 -0.6449 -1.6908 7.7439
O 4.49181 -0.23153 4.48470 -0.9810 1.0882 -3.4828
O 2.57649 -1.23833 5.51528 -0.3226 0.1098 -0.8692
C 3.41006 -2.39299 5.58513 0.3066 -0.1154 0.1094
C 4.36096 -2.31763 6.76347 -0.0081 0.0294 0.2782
O 1.38672 0.34172 4.37915 1.9892 0.0698 -2.7383
C 0.92102 0.82999 3.11889 -0.5284 0.2862 -0.3158
C 1.69664 0.30406 1.93076 0.0877 -0.1419 0.0704
H 2.91239 2.93359 3.65779 0.0311 0.0482 -0.0274
H 3.35850 4.33763 4.63301 0.0223 -0.0483 -0.0235
H 1.89037 3.41908 5.01425 0.0527 0.0040 0.0450
H 4.72686 2.26515 5.20158 -0.0170 -0.0505 0.0072
H 3.83599 2.92226 6.57216 -0.0541 -0.1450 0.0353
H 3.94654 -2.53563 4.64572 0.0706 0.1273 0.0888
H 2.75405 -3.25870 5.70172 -0.1582 0.1556 0.0147
H 4.86884 -1.35518 6.82136 0.0295 -0.0211 -0.2414
H 5.11471 -3.10517 6.70354 -0.0349 -0.0067 -0.0002
H 3.81314 -2.43592 7.70088 -0.0056 -0.0519 -0.0374
H 0.92680 1.92278 3.12920 0.0595 0.0115 -0.0002
H -0.12384 0.52418 3.02921 0.0459 -0.0513 0.1712
H 2.75311 0.59555 1.97994 -0.0316 0.0701 -0.0354
H 1.28193 0.70285 1.00249 0.0860 0.0553 0.0366
H 1.65697 -0.78735 1.89372 -0.0289 0.0191 -0.0018
```
Forces are in eV/Å.

(2)
Entry from the Open Molecules 2025 dataset: a single C6H9FO molecule (the ωB97M-V functional and the def2-TZVPD basis).

structure (SMILES) = C/C=C\C=C(/F)CO
E_HOMO = -8.3862 eV
E_LUMO = 0.70 eV
relative energy (zero: lowest compared OMol25 entry of this formula, charge and spin) = 25.0 kcal per mole

Geometry as XYZ:
```
17
Properties=species:S:1:pos:R:3:forces:R:3
C -2.39918 -0.85937 0.29308 -0.7460 -0.8830 0.1572
C -2.14308 0.51419 -0.20304 0.9884 1.4995 0.6364
C -0.99973 1.23474 -0.34926 -1.8317 -0.8125 -0.2379
C 0.38189 0.86933 -0.34627 1.2904 -1.2750 0.7513
C 1.05331 -0.29426 -0.31540 -0.8836 -0.3812 -0.7189
F 0.49694 -1.54584 -0.58575 -0.0474 1.3315 0.4201
C 2.49008 -0.55647 -0.02681 -0.0635 -0.8356 0.0512
O 3.31040 0.55205 0.06529 -0.0239 1.0037 0.9725
H -2.54053 -0.88953 1.42108 0.4179 0.1784 -1.2376
H -3.39293 -1.14570 -0.10951 0.5551 -0.2036 0.2095
H -1.65437 -1.61194 -0.01814 -0.3512 0.4148 0.3064
H -3.02575 1.14803 -0.27168 -0.0612 -0.1915 0.0671
H -1.14206 2.30361 -0.40652 -0.1109 0.1299 -0.4589
H 1.02379 1.72619 -0.22459 0.4573 0.0183 0.0740
H 2.90239 -1.20116 -0.78860 0.0013 -0.2563 -0.3794
H 2.52192 -1.13336 0.91040 -0.0651 -0.1214 -0.1309
H 3.11691 0.88949 0.95571 0.4740 0.3840 -0.4820
```
Forces are in eV/Å.

(3)
Entry from the Open Molecules 2025 dataset: a 2-piece molecular cluster, C4H9N2 overall (the ωB97M-V functional and the def2-TZVPD basis).

E_HOMO = -14.1513 eV
E_LUMO = -5.66 eV
relative energy (zero: lowest compared OMol25 entry of this formula, charge and spin) = 135.5 kcal per mole
total charge = +1

Geometry as XYZ:
```
15
Properties=species:S:1:pos:R:3:forces:R:3
C -0.83462 -1.32530 0.65273 1.8004 0.3361 -1.9649
C 0.28159 -0.65306 0.13862 -3.2436 -1.5229 -0.0208
C -2.13053 0.91300 -0.10312 1.3250 4.5907 -2.5788
C 1.57526 0.08551 0.25881 1.6345 0.5181 3.1181
N -0.66418 -1.27622 -0.67833 2.1060 0.4074 2.1491
N 2.54356 -0.22346 -0.68277 0.9079 0.2750 -2.4317
H -1.52808 -1.79994 1.34527 0.2298 0.2388 -0.0215
H -2.29943 0.15209 0.52279 -0.9523 -2.4265 2.7888
H -1.01594 1.22790 -0.04017 -1.7368 -0.8517 -0.8492
H -2.58020 0.60400 -1.09971 1.1304 0.6782 0.9517
H 1.97916 -0.16000 1.33814 -0.9504 0.1868 -1.7828
H 1.49842 1.23306 0.36349 -0.8324 -1.6756 -0.2915
H -2.54922 1.87192 0.25286 -0.5921 -0.7791 -0.1861
H 3.23287 -0.98528 -0.73378 -1.1081 0.5326 0.6806
H 2.49135 0.33580 -1.53483 0.2817 -0.5080 0.4388
```
Forces are in eV/Å.

(4)
Entry from the Open Molecules 2025 dataset: C42H54BClN5O4S2SbV as an isolated structure (the ωB97M-V functional and the def2-TZVPD basis).

expectation value of S² = 3.840
2S+1 = 4
E_HOMO (alpha / beta) = -0.3507 / -3.4632 eV
E_LUMO (alpha / beta) = 3.77 / 3.77 eV
relative energy (zero: lowest compared OMol25 entry of this formula, charge and spin) = 7.2 kcal per mole
total charge = -2

Geometry as XYZ:
```
111
Properties=species:S:1:pos:R:3:forces:R:3
V 0.21794 0.64074 -0.27516 0.2629 0.7704 0.6140
C 0.20190 2.47341 6.57120 -0.0801 0.1014 0.0575
C 0.16104 1.25872 5.65462 0.0430 -0.1158 -0.0700
C -0.30545 1.55573 4.23852 -0.0632 0.0367 -0.0116
N 0.62485 2.46607 3.57894 0.3017 -0.1773 0.0910
C 0.57026 2.75633 2.27627 -0.2914 0.0802 -0.4008
S -0.86988 2.35848 1.39121 0.2843 -0.0806 0.0859
N 1.60087 3.38205 1.69169 -0.0132 0.0364 0.2196
C 2.91574 3.65680 2.27303 -0.2419 -0.1503 -0.2957
O 3.89207 3.26903 1.60724 0.2157 -0.2830 0.0903
C 2.99090 4.40679 3.47776 -0.0577 0.2592 0.2005
C 4.22865 4.44437 4.19910 -0.1077 -0.0216 -0.1324
C 4.36169 5.19027 5.34420 0.0341 0.0652 0.1007
C 3.31158 5.98347 5.83467 0.0031 -0.0788 -0.0985
C 2.11808 6.01440 5.09947 -0.0667 -0.0076 0.0998
C 1.94753 5.25932 3.96302 0.0208 -0.2621 -0.0002
H 0.56200 2.20558 7.56640 -0.0049 -0.0204 0.0028
H -0.79594 2.90682 6.68297 0.0130 -0.0133 -0.0189
H 0.85173 3.26086 6.18796 0.0524 0.0186 -0.0556
H -0.51612 0.50113 6.05727 0.0267 0.0125 0.0280
H 1.14850 0.78631 5.61226 0.0264 0.0036 -0.0157
H -1.29945 2.00745 4.25497 0.0232 0.0271 -0.0116
H -0.39040 0.63134 3.66060 -0.0012 0.0156 0.0399
H 1.53943 2.57916 4.00362 -0.0185 0.1919 0.0745
H 1.60576 3.30812 0.67418 -0.0438 0.0860 -0.0008
H 5.05912 3.86728 3.81216 -0.0127 -0.0137 -0.0032
H 5.30866 5.17208 5.87529 0.0045 0.0050 0.0006
H 3.42677 6.57052 6.73610 0.0115 0.0165 0.0115
H 1.30260 6.65180 5.42679 0.0075 0.0118 0.0065
H 1.02034 5.32991 3.40904 -0.0352 -0.0337 -0.0217
B -1.03282 -2.82630 2.79778 0.1866 0.0393 -0.0394
C -0.61439 -1.73354 1.71872 -0.2374 -0.0775 0.1542
N -0.32106 -0.92030 0.95428 -0.1510 -0.4797 0.1354
H -0.38147 -2.59553 3.80649 -0.0296 -0.0080 -0.0380
H -0.75597 -3.91991 2.33599 -0.0106 0.0441 0.0666
H -2.22490 -2.71074 3.00332 0.0321 -0.0004 -0.0232
N -2.44540 -0.00915 -2.00170 0.0083 -0.0583 -0.0690
C -1.50111 0.25585 -1.38445 -0.4256 0.1487 -0.1113
Cl -0.80709 3.85290 -4.49933 0.0883 -0.0479 0.2033
C -0.66519 3.09840 -2.86713 -0.3507 0.0838 -0.2427
C 0.72305 3.13095 -2.25389 0.3321 -0.0394 0.2422
O 1.61813 3.83434 -2.69773 -0.1004 -0.0290 -0.0916
O 0.79339 2.39934 -1.20029 0.0811 0.1025 0.1105
H -1.33603 3.64063 -2.20236 -0.0057 -0.0088 -0.0277
H -1.03680 2.08425 -2.95326 0.0118 -0.0253 -0.0202
C 3.16425 -6.12354 0.64544 0.0015 -0.0393 -0.0195
C 3.01480 -4.70250 1.11664 0.0438 -0.0473 0.0603
C 2.67677 -3.69671 0.21944 -0.0503 0.0492 -0.0342
C 2.47773 -2.39175 0.64370 0.0196 -0.1794 0.0400
C 2.65189 -2.08895 1.98293 0.1032 -0.0051 -0.0080
C 2.98590 -3.07206 2.90063 -0.0212 -0.0307 -0.0193
C 3.16934 -4.37381 2.46059 -0.0047 0.0048 -0.0015
S 2.35291 -0.41422 2.52751 -0.8601 0.1858 -0.0676
C 4.00624 0.05373 2.95508 0.4225 0.0622 0.0472
O 2.06443 0.40452 1.30704 -0.0680 0.1082 -0.0989
H 3.74495 -6.17562 -0.27717 -0.0043 0.0118 0.0011
H 2.18725 -6.56757 0.43945 -0.0103 0.0167 0.0069
H 3.65844 -6.74164 1.39582 0.0002 0.0097 0.0041
H 2.54798 -3.93682 -0.83102 -0.0350 0.0018 -0.0234
H 2.16790 -1.61994 -0.04654 -0.0101 -0.0363 0.0297
H 3.07851 -2.83721 3.95480 -0.0149 0.0163 0.0009
H 3.41592 -5.15051 3.17560 0.0018 -0.0012 0.0002
H 4.68876 -0.26128 2.16855 0.0346 0.0928 0.0136
H 4.27792 -0.38360 3.91620 -0.0186 -0.0270 -0.0151
H 3.97558 1.14290 3.01305 0.1172 0.0558 -0.0202
C -2.57855 -4.28846 -4.60212 -0.0414 -0.0377 -0.0813
C -2.47221 -3.32560 -3.42825 -0.1144 0.0718 -0.0830
Sb -0.53666 -3.12734 -2.48982 0.0924 0.2636 0.2582
C 0.54733 -4.61031 -3.64084 0.1378 -0.1703 -0.0847
C 0.52467 -6.07957 -3.23819 0.0089 -0.0906 0.0098
C -1.06328 -4.24857 -0.72159 -0.0226 -0.0935 0.0073
C -1.89329 -5.52179 -0.83361 -0.0600 -0.0396 0.0051
H -3.60733 -4.36316 -4.96994 -0.0091 0.0190 0.0024
H -2.25434 -5.29818 -4.34112 -0.0002 -0.0145 0.0499
H -1.96398 -3.96956 -5.44726 0.0290 0.0316 0.0158
H -3.16352 -3.60520 -2.63217 -0.0215 0.0014 0.0073
H -2.74330 -2.30912 -3.71840 -0.0346 -0.0391 -0.0252
H 1.57383 -4.23423 -3.62373 0.0301 -0.0324 -0.0299
H 0.20854 -4.48870 -4.67236 0.0156 -0.0100 -0.0387
H 0.82170 -6.21999 -2.19602 0.0069 0.0473 0.0184
H 1.20748 -6.68048 -3.84925 0.0113 0.0136 -0.0211
H -0.46984 -6.51587 -3.34200 -0.0227 0.0221 -0.0186
H -1.59839 -3.50229 -0.13080 -0.0083 -0.0215 0.0317
H -0.14190 -4.43492 -0.16682 0.0288 0.0002 0.0293
H -2.79178 -5.37740 -1.43822 0.0063 0.0290 -0.0181
H -2.22703 -5.85550 0.15374 0.0172 0.0286 0.0252
H -1.33332 -6.34227 -1.28135 0.0172 -0.0026 -0.0003
N 1.41760 -0.06746 -1.39793 0.5493 -0.2393 -0.3014
C 2.40643 -0.00164 -2.17248 -0.4421 -0.3173 -0.4121
C 3.69856 0.63309 -1.79276 0.1228 0.0557 -0.1238
C 4.11532 1.76225 -2.49213 0.0466 0.0383 0.0171
C 5.29886 2.39439 -2.14745 0.0247 -0.0418 0.0595
C 6.08608 1.89067 -1.11932 -0.0141 0.0460 -0.0417
C 5.67303 0.76522 -0.42431 -0.0388 0.0263 -0.0155
C 4.47791 0.14433 -0.75492 0.0246 -0.1392 0.1269
C 2.22612 -0.48713 -3.58229 0.0986 0.2214 0.1693
C 3.26857 -1.04254 -4.31085 0.1088 -0.0762 -0.0950
C 3.05846 -1.47671 -5.61439 -0.0153 0.0047 0.0786
C 1.80789 -1.33129 -6.19885 -0.0221 -0.0133 -0.0621
C 0.76361 -0.76481 -5.47685 0.0648 -0.0018 0.0814
C 0.97044 -0.35266 -4.16922 -0.0294 -0.0390 -0.1531
H 3.48216 2.18181 -3.26285 -0.0120 -0.0092 -0.0121
H 5.58990 3.29866 -2.66671 0.0127 0.0021 0.0060
H 7.00506 2.39251 -0.84242 -0.0072 0.0129 0.0123
H 6.26502 0.38844 0.40068 0.0432 -0.0076 -0.0002
H 4.13897 -0.71983 -0.19326 0.0801 0.1176 -0.1107
H 4.24660 -1.13907 -3.85239 -0.0053 0.0329 -0.0118
H 3.87230 -1.92200 -6.17389 0.0061 0.0034 -0.0080
H 1.64992 -1.65003 -7.22271 -0.0101 -0.0176 0.0078
H -0.21367 -0.64018 -5.92636 0.0022 -0.0051 -0.0213
H 0.16414 0.07329 -3.58690 -0.0243 -0.0026 0.0183
```
Forces are in eV/Å.